Density functional theory data (ωB97M-V/def2-TZVPD) for a cluster of 3 separate species, C5H14O2 in total at a distorted geometry.

Each line ends with the Löwdin charge.
Element x y z (Å)
C: 2.126 0.875 0.615  -0.1154
C: 0.806 0.146 0.414  -0.2400
C: 0.929 -1.223 -0.212  -0.3566
C: 2.099 -1.829 -0.466  0.0302
C: -0.427 -1.889 -0.424  -0.0529
H: 2.656 0.912 -0.343  0.0770
H: 2.814 0.284 1.230  0.0662
H: 2.068 1.848 1.092  0.0706
H: 0.176 0.777 -0.213  0.0895
H: 0.337 0.057 1.397  0.1083
H: 2.400 -2.369 -1.356  0.0630
H: 2.911 -1.622 0.218  0.0497
H: -0.204 -2.867 -0.819  0.0680
H: -1.083 -1.345 -1.109  0.0596
H: -0.885 -1.921 0.563  0.0882
H: -2.309 1.785 0.642  0.0045
H: -2.606 1.901 2.088  0.0399
O: -1.897 1.602 1.502  -0.0687
H: -1.486 1.296 -1.310  0.0218
H: -2.757 0.580 -1.723  0.0468
O: -2.431 1.446 -1.454  -0.0498

Calculated values
E_LUMO (eV): 0.64
HOMO-LUMO gap (eV): 9.23
Energy above the lowest of the compared OMol25 structures with the same formula, charge and spin (kcal/mol): 31.9
Electronic energy (Eh): -349.32495
E_HOMO (Eh): -0.316